Entry 1:
The following is a DFT calculation (the ωB97M-V functional and the def2-TZVPD basis) of a molecular structure, C50H43CuN9O4S3 at a distorted geometry.

Summary:
energy above the lowest of the compared OMol25 structures with the same formula, charge and spin: 426.45 kJ/mol
⟨S²⟩: 0.75
2S+1: 2
calculated total energy: -5559.70648 Eh
orbital gap (spin up / spin down): 7.97 / 5.34 eV

Geometry (Å):
Cu1 -20.9912 1.5577 -9.3680
N1 -21.0132 4.4156 -11.0637
C1 -21.5283 4.3974 -9.7984
N2 -21.9566 5.5887 -9.2935
N3 -22.3220 5.1765 -8.0436
N4 -22.1057 3.9293 -7.8113
N5 -21.5525 3.3822 -8.9395
C2 -20.5590 3.2663 -11.7963
N6 -20.0870 3.3359 -12.9686
N7 -19.9912 1.9295 -13.4089
N8 -20.4345 1.2714 -12.3284
N9 -20.7286 1.9787 -11.2910
H1 -20.6218 5.2704 -11.3998
C3 -14.6352 -3.6894 -7.0139
C4 -15.8649 -2.8993 -7.1018
C5 -17.1196 -3.5285 -7.0243
C6 -18.2457 -2.8681 -7.3550
C7 -18.2371 -1.5621 -7.6543
C8 -17.0306 -0.8798 -7.8787
C9 -15.9020 -1.5799 -7.5726
S1 -19.8001 -0.7740 -8.1701
O1 -20.4685 0.0088 -12.2578
C10 -20.6655 -0.8617 -6.5856
C11 -21.9742 -1.4781 -6.7428
C12 -22.7325 -1.6825 -5.6402
C13 -22.2961 -1.1823 -4.3685
C14 -23.0708 -1.3026 -3.2092
C15 -22.6151 -0.8980 -1.9991
C16 -21.3313 -0.3972 -1.7994
C17 -20.6054 -0.2196 -2.9170
C18 -20.9815 -0.5962 -4.2250
C19 -20.1280 -0.5102 -5.3224
C20 -18.7806 0.1717 -5.1542
C21 -17.7461 -0.5390 -4.4900
C22 -17.8555 -1.7302 -3.7849
C23 -16.7359 -2.3481 -3.2388
C24 -15.4543 -1.8765 -3.3752
C25 -15.2801 -0.6625 -3.9681
C26 -16.4466 0.0318 -4.5357
C27 -16.2697 1.2973 -5.1660
C28 -17.3040 2.0527 -5.6209
C29 -18.6021 1.4471 -5.6276
S2 -19.8496 2.4066 -6.5925
O2 -19.2169 3.7239 -6.6961
C30 -21.0177 2.5599 -5.2007
C31 -22.3138 2.0200 -5.2857
C32 -23.2734 2.2447 -4.2941
C33 -22.9633 3.0320 -3.1774
C34 -23.8989 3.1801 -1.9352
C35 -21.6257 3.3788 -3.0630
C36 -20.6678 3.2177 -4.0764
H2 -14.3186 -4.0773 -8.0133
H3 -14.8707 -4.5891 -6.4419
H4 -13.7987 -3.1257 -6.5705
H5 -17.1822 -4.5748 -6.7391
H6 -19.2481 -3.3574 -7.2785
H7 -17.0004 0.0950 -8.2387
H8 -14.9316 -1.1134 -7.7152
H9 -22.1248 -1.9071 -7.7160
H10 -23.5818 -2.3752 -5.6947
H11 -24.0558 -1.7724 -3.2505
H12 -23.3873 -0.9596 -1.2031
H13 -20.9769 0.0655 -0.8722
H14 -19.5583 0.2705 -2.8492
H15 -18.8188 -2.1251 -3.6776
H16 -16.8738 -3.2374 -2.6623
H17 -14.5366 -2.3154 -2.9121
H18 -14.3089 -0.2630 -4.0701
H19 -15.2612 1.7439 -5.0438
H20 -17.2261 3.0582 -6.0014
H21 -22.6087 1.4186 -6.0953
H22 -24.2638 1.7647 -4.4063
H23 -24.8962 3.5508 -2.3176
H24 -23.4292 3.8749 -1.2484
H25 -24.2062 2.2275 -1.4260
H26 -21.3430 3.9503 -2.1757
H27 -19.6961 3.5867 -3.8309
C37 -24.2122 0.8124 -8.9400
C38 -23.4682 0.2858 -10.2232
O3 -22.1478 -0.2170 -9.7650
H28 -25.1209 1.3174 -9.3892
H29 -23.7025 1.5841 -8.4328
H30 -24.4768 0.0265 -8.1973
H31 -23.3370 1.1244 -10.9321
H32 -24.0324 -0.4777 -10.7062
H33 -21.5178 -0.3334 -10.5132
O4 -18.4181 1.8579 -9.0204
S3 -17.9018 3.2180 -9.4043
C39 -16.4570 3.7445 -8.4371
C40 -15.2722 3.0966 -8.4275
C41 -14.2036 3.6449 -7.7522
C42 -14.3138 4.9512 -7.2806
C43 -15.4990 5.6580 -7.3361
C44 -16.5957 5.0617 -7.9036
C45 -17.0482 2.8924 -10.9861
C46 -16.1125 3.7900 -11.4865
C47 -15.4118 3.4306 -12.6068
C48 -15.7518 2.2592 -13.3054
C49 -16.7965 1.4407 -12.8345
C50 -17.3837 1.7291 -11.6320
H34 -15.1965 2.1224 -8.9588
H35 -13.2819 3.0999 -7.6325
H36 -13.4125 5.4480 -6.8475
H37 -15.5537 6.6868 -6.9246
H38 -17.5692 5.5224 -7.9397
H39 -15.8860 4.7197 -10.9489
H40 -14.6077 4.0408 -12.9697
H41 -15.3787 2.0239 -14.3511
H42 -17.2021 0.6058 -13.4292
H43 -18.1917 1.0627 -11.3404



Entry 2:
The following is a DFT calculation (the ωB97M-V functional and the def2-TZVPD basis) of a molecular structure, C50H43N6P2ReSSbSe2 at a distorted geometry.

Summary:
total charge: +2
⟨S²⟩: 3.78
2S+1: 4
calculated total energy: -8461.42030 Eh
orbital gap (spin up / spin down): 6.54 / 5.24 eV

Geometry (Å):
Re1 -23.7843 -8.2570 2.0005
C1 -21.6645 -8.0061 -0.8050
C2 -22.8996 -8.8073 -1.1003
C3 -23.0895 -9.1783 -2.4340
C4 -24.1998 -9.8942 -2.8097
C5 -25.1243 -10.2171 -1.8344
C6 -24.9311 -9.8005 -0.5140
N1 -23.8285 -9.0845 -0.1531
Sb1 -26.4304 -10.5799 0.7759
C7 -25.1131 -11.3337 2.2690
C8 -25.5050 -12.5664 2.7774
C9 -24.8234 -13.0707 3.8982
C10 -23.7190 -12.3868 4.3185
C11 -23.3223 -11.1745 3.7182
C12 -22.0734 -10.6201 4.2813
N2 -24.0568 -10.5912 2.7230
C13 -26.7370 -8.9836 2.1864
C14 -27.9533 -9.1199 2.7703
C15 -28.4031 -8.1524 3.6293
C16 -27.6521 -7.0531 3.8102
C17 -26.4234 -6.8975 3.2051
C18 -25.7552 -5.5897 3.5537
N3 -25.9347 -7.9288 2.4384
H1 -21.6857 -7.1069 -1.4245
H2 -21.5823 -7.7501 0.2367
H3 -20.7712 -8.5696 -1.1273
H4 -22.3341 -8.9944 -3.2114
H5 -24.3063 -10.2596 -3.8201
H6 -26.0213 -10.8214 -2.0641
H7 -26.3775 -13.0739 2.3889
H8 -25.1623 -13.9877 4.3935
H9 -23.0855 -12.8237 5.0801
H10 -21.4139 -11.4194 4.5358
H11 -21.5771 -9.9951 3.5887
H12 -22.3065 -10.0386 5.1811
H13 -28.6054 -9.9229 2.4729
H14 -29.3756 -8.2064 4.1132
H15 -28.0416 -6.2407 4.4240
H16 -25.7235 -5.0155 2.6106
H17 -26.2547 -5.0578 4.3629
H18 -24.7582 -5.6658 3.8758
Se1 -19.6601 -8.8696 6.3590
P1 -21.2146 -7.5614 7.1002
C19 -20.9892 -5.7711 7.3489
C20 -19.9190 -5.1052 6.7818
C21 -19.7794 -3.7385 6.9459
C22 -20.7413 -3.0444 7.7291
C23 -21.8329 -3.7149 8.2976
C24 -21.9193 -5.0727 8.1069
C25 -22.0920 -8.2147 8.5369
C26 -21.4287 -9.1434 9.3410
C27 -22.0144 -9.7464 10.4407
C28 -23.2991 -9.4230 10.8294
C29 -23.9608 -8.5072 9.9995
C30 -23.4131 -7.9365 8.8661
C31 -22.4662 -7.6016 5.7994
C32 -22.3739 -7.5317 4.3959
N4 -23.6213 -7.8557 3.9869
N5 -24.4014 -8.0955 4.9906
N6 -23.7353 -7.9570 6.1062
P2 -21.4408 -7.3564 2.8507
Se2 -23.8879 -6.0727 0.9311
C33 -19.8740 -8.2550 2.5903
C34 -20.0513 -9.3451 1.7332
C35 -18.9836 -10.1556 1.3536
C36 -17.7347 -9.8062 1.8622
C37 -17.5359 -8.7455 2.7266
C38 -18.6010 -7.9775 3.1283
C39 -21.1895 -5.6273 2.3746
C40 -20.3072 -5.4488 1.2708
C41 -20.1900 -4.2000 0.6824
C42 -20.8828 -3.1378 1.2051
C43 -21.6978 -3.2952 2.3402
C44 -21.8339 -4.5525 2.9641
H19 -19.1823 -5.6916 6.2394
H20 -18.9350 -3.1752 6.6392
H21 -20.6496 -1.9703 7.8800
H22 -22.5548 -3.1814 8.8711
H23 -22.8245 -5.4759 8.4954
H24 -20.3997 -9.4194 9.1063
H25 -21.4559 -10.3972 11.0657
H26 -23.7444 -9.9434 11.6690
H27 -24.9287 -8.1063 10.3213
H28 -24.0514 -7.2647 8.3371
H29 -21.0616 -9.5834 1.4172
H30 -19.0981 -10.9861 0.6999
H31 -16.7990 -10.3417 1.5345
H32 -16.5354 -8.5356 3.1035
H33 -18.4308 -7.2086 3.8963
H34 -19.6946 -6.2775 0.8841
H35 -19.4575 -3.9880 -0.0895
H36 -20.7815 -2.1446 0.7935
H37 -22.2332 -2.4460 2.7479
H38 -22.4548 -4.7210 3.8154
S1 -25.7363 -6.3648 -0.3183
C45 -25.1793 -5.5485 -1.8274
C46 -25.2374 -4.1723 -1.9798
C47 -24.8235 -3.6389 -3.1979
C48 -24.4377 -4.4195 -4.2665
C49 -24.4720 -5.7785 -4.1102
C50 -24.7623 -6.3250 -2.8706
H39 -25.6042 -3.5130 -1.2295
H40 -24.9393 -2.5761 -3.3905
H41 -24.0635 -3.8812 -5.1307
H42 -24.2356 -6.3955 -4.9567
H43 -24.7384 -7.3831 -2.7176



Entry 3:
The following is a DFT calculation (the ωB97M-V functional and the def2-TZVPD basis) of a molecular structure, C50H43N8O3PtSSb2 at a distorted geometry.

Summary:
total charge: +3
energy above the lowest of the compared OMol25 structures with the same formula, charge and spin: 412.42 kJ/mol
⟨S²⟩: 6.07
2S+1: 5
calculated total energy: -3591.59522 Eh
orbital gap (spin up / spin down): 5.37 / 2.31 eV

Geometry (Å):
Pt1 0.1736 0.6045 -0.0035
N1 -0.3264 1.7271 -4.3831
C1 -0.0633 0.9982 -3.3045
N2 0.2377 1.5584 -2.1186
C2 0.4162 2.9298 -2.0915
N3 0.4612 3.5545 -0.9685
N4 0.4253 2.7335 0.1534
C3 0.7047 3.3948 1.2063
C4 0.7757 2.5218 2.4632
C5 1.0535 3.0999 3.6692
C6 1.0464 2.2369 4.8255
C7 0.8820 0.8751 4.6288
C8 0.4540 0.4302 3.3663
N5 0.4290 1.2527 2.3344
C9 0.2311 3.7527 -3.3175
C10 0.5644 5.1017 -3.4187
C11 0.4307 5.7600 -4.6534
C12 -0.0438 5.1673 -5.8219
C13 -0.3840 3.8105 -5.7453
C14 -0.1606 3.1477 -4.5222
H1 -0.3761 1.1745 -5.2071
H2 -0.2543 -0.1133 -3.3836
H3 0.9294 4.4535 1.2237
H4 1.3062 4.1536 3.7404
H5 1.4091 2.6987 5.7712
H6 1.0293 0.2062 5.4411
H7 0.2317 -0.6287 3.2404
H8 1.0465 5.6287 -2.5935
H9 0.7797 6.8116 -4.7402
H10 -0.0928 5.7239 -6.8029
H11 -0.7000 3.3092 -6.6593
C15 -2.9228 -1.8876 -0.7282
C16 -3.4273 -2.1701 0.7181
C17 -3.3572 -0.8861 1.5300
Sb1 -4.4044 0.8051 0.6571
C18 -6.0510 -0.4043 0.6722
C19 -6.6607 -1.0410 1.8125
C20 -7.9030 -1.5907 1.6656
C21 -8.5729 -1.6749 0.4738
C22 -7.9646 -1.2489 -0.6341
C23 -6.7794 -0.5364 -0.5469
C24 -4.7292 1.8310 2.5385
C25 -5.3417 1.4235 3.7467
C26 -5.4720 2.2871 4.7958
C27 -4.9697 3.6128 4.7291
C28 -4.4586 4.0354 3.5250
C29 -4.3116 3.1444 2.4349
Sb2 -0.8010 -1.7719 -0.5811
C30 -0.3160 -2.3232 -2.4966
C31 1.0637 -2.6450 -2.6743
C32 1.5224 -3.0277 -3.9303
C33 0.6760 -3.0706 -5.0230
C34 -0.6243 -2.5948 -4.8616
C35 -1.1650 -2.2774 -3.5955
C36 0.0976 -3.2709 0.5676
C37 1.2983 -2.9114 1.1745
C38 2.1369 -3.8759 1.7729
C39 1.8093 -5.1809 1.7794
C40 0.5484 -5.5242 1.2663
C41 -0.3113 -4.5935 0.6976
H12 -3.3332 -1.0207 -1.2226
H13 -3.0912 -2.7325 -1.4399
H14 -2.8152 -3.0238 1.0908
H15 -4.5117 -2.4842 0.7845
H16 -2.3231 -0.6128 1.7970
H17 -3.7593 -0.9888 2.5596
H18 -6.1365 -1.0844 2.8013
H19 -8.3249 -2.0744 2.5455
H20 -9.5089 -2.2698 0.3914
H21 -8.4923 -1.3938 -1.5649
H22 -6.3551 -0.2364 -1.5345
H23 -5.7760 0.4002 3.9005
H24 -5.9993 1.9503 5.7255
H25 -5.1380 4.2523 5.5552
H26 -4.1476 5.0487 3.4203
H27 -3.9013 3.4097 1.4681
H28 1.7625 -2.5191 -1.8664
H29 2.5906 -3.2937 -4.1152
H30 1.0213 -3.2793 -6.0445
H31 -1.2747 -2.6100 -5.7611
H32 -2.2120 -2.1763 -3.4758
H33 1.6347 -1.8931 1.0363
H34 3.1122 -3.5277 2.1202
H35 2.3895 -6.0137 2.1554
H36 0.2497 -6.5286 1.3593
H37 -1.1496 -4.9854 0.1573
O1 10.9526 -3.9886 2.9214
S1 10.4925 -4.0564 1.5777
O2 9.6039 -5.0837 1.1045
O3 10.7195 -2.9392 0.6980
C42 8.4542 -0.2867 1.3128
N6 9.3100 -0.0321 0.3017
C43 8.8259 0.2099 -0.8540
C44 7.4856 0.2067 -1.1149
C45 6.6051 0.1026 -0.0065
N7 7.2138 0.0093 1.2559
C46 5.1809 0.1477 0.0944
C47 4.4928 0.3065 1.3470
C48 3.1791 0.6661 1.2644
N8 2.5130 0.5682 0.1160
C49 3.1345 0.3577 -1.0576
C50 4.4259 0.0692 -1.1699
H38 9.4012 0.3074 -1.7941
H39 6.9357 0.7130 -1.9176
H40 5.0254 0.5183 2.2496
H41 2.7066 0.8625 2.1267
H42 2.5770 0.2876 -2.0456
H43 5.0291 0.0338 -2.0676



Entry 4:
The following is a DFT calculation (the ωB97M-V functional and the def2-TZVPD basis) of a molecular structure, C50H45ClN3O6SSbSe2Ti at a distorted geometry.

Summary:
energy above the lowest of the compared OMol25 structures with the same formula, charge and spin: 65.02 kJ/mol
2S+1: 1
calculated total energy: -9299.11091 Eh
orbital gap: 6.78 eV

Geometry (Å):
Ti1 -0.2523 -0.4402 -0.1845
O1 -3.8368 -2.4365 4.5730
C1 -2.7043 -2.9790 4.9822
O2 -2.6568 -3.6767 5.9606
C2 -1.4726 -2.6846 4.1770
C3 -0.2012 -3.0898 4.5204
Cl1 0.2990 -4.0733 5.8058
N1 0.6518 -2.6461 3.5606
N2 0.0043 -1.9731 2.6062
C4 -1.2619 -1.9837 2.9594
C5 -2.2078 -1.2957 2.0282
O3 -3.3653 -1.1019 2.3285
O4 -1.6815 -0.8509 0.9124
C6 2.0753 -2.8159 3.4259
C7 2.5602 -3.1188 2.1647
C8 3.9258 -3.2462 1.9716
C9 4.8010 -3.0757 3.0372
C10 4.3014 -2.7740 4.2966
C11 2.9355 -2.6382 4.4999
H1 -3.7165 -1.8990 3.7571
H2 1.8688 -3.2316 1.3388
H3 4.3001 -3.4778 0.9799
H4 5.8690 -3.1674 2.8853
H5 4.9788 -2.6260 5.1321
H6 2.5555 -2.3828 5.4778
O5 -0.4299 -2.9589 -0.2038
C12 -0.6799 -3.8487 -1.3041
C13 0.1379 -3.4254 -2.5113
C14 0.1921 -4.6426 -3.4521
O6 0.9108 -5.7640 -2.9375
C15 1.5597 -3.0713 -2.1007
Se1 1.8323 -1.3513 -1.2011
C16 -0.5094 -2.2958 -3.3186
Se2 -1.5121 -0.9566 -2.3106
H7 -0.9297 -3.2592 0.5564
H8 -1.7401 -3.8474 -1.5634
H9 -0.3775 -4.8528 -1.0122
H10 0.5984 -4.3176 -4.4141
H11 -0.8266 -4.9935 -3.6232
H12 1.8520 -5.5835 -2.9792
H13 2.1799 -2.9780 -2.9906
H14 1.9785 -3.8334 -1.4481
H15 -1.2648 -2.7081 -3.9867
H16 0.2323 -1.7755 -3.9239
S1 -1.9582 3.5724 1.5012
C17 -3.2218 3.1031 0.4213
C18 -4.4856 3.6710 0.2963
C19 -5.3651 3.1060 -0.6028
C20 -4.9831 1.9931 -1.3583
C21 -3.7240 1.4358 -1.2347
C22 -2.8191 1.9938 -0.3304
N3 -1.5012 1.5712 -0.0585
C23 -0.9688 2.2926 0.8924
C24 0.3486 1.9885 1.4424
C25 0.9670 2.8469 2.3527
C26 2.2109 2.5282 2.8638
C27 2.8222 1.3424 2.4685
C28 2.1989 0.5007 1.5627
C29 0.9479 0.7937 1.0100
H17 -4.7720 4.5237 0.9025
H18 -6.3581 3.5234 -0.7186
H19 -5.6891 1.5479 -2.0511
H20 -3.4527 0.5779 -1.8255
H21 0.4743 3.7698 2.6468
H22 2.7006 3.1972 3.5612
H23 3.7949 1.0755 2.8665
H24 2.7054 -0.4113 1.2780
C30 -0.2987 4.5581 -4.5835
C31 0.0293 4.8823 -3.1430
C32 -0.1679 6.2063 -2.7290
C33 0.1718 6.6420 -1.4582
C34 0.7446 5.7500 -0.5608
C35 0.9298 4.4319 -0.9470
C36 0.5680 3.9698 -2.2224
Sb1 0.9491 1.8252 -2.2913
C37 3.0942 2.1087 -2.4396
C38 3.8507 1.5182 -1.4255
C39 5.2325 1.6463 -1.3706
C40 5.8819 2.3867 -2.3451
C41 5.1405 2.9980 -3.3486
C42 3.7509 2.8821 -3.4162
C43 3.0275 3.6083 -4.5252
C44 0.6077 1.0585 -4.2753
C45 1.6808 0.3860 -4.8696
C46 1.5264 -0.2804 -6.0784
C47 0.2822 -0.2918 -6.6960
C48 -0.7889 0.3567 -6.0987
C49 -0.6512 1.0328 -4.8842
C50 -1.8724 1.7063 -4.3010
H25 0.2577 5.2257 -5.2484
H26 -1.3625 4.7128 -4.7850
H27 -0.0396 3.5383 -4.8458
H28 -0.5891 6.9115 -3.4414
H29 0.0024 7.6759 -1.1749
H30 1.0462 6.0773 0.4292
H31 1.3902 3.7463 -0.2412
H32 3.3583 0.9470 -0.6619
H33 5.7949 1.1656 -0.5750
H34 6.9612 2.4941 -2.3279
H35 5.6504 3.5922 -4.1030
H36 3.7308 3.9317 -5.2950
H37 2.5230 4.4965 -4.1342
H38 2.2722 2.9776 -4.9951
H39 2.6486 0.3840 -4.3806
H40 2.3731 -0.7843 -6.5338
H41 0.1450 -0.8065 -7.6408
H42 -1.7648 0.3364 -6.5779
H43 -2.2735 2.4469 -4.9976
H44 -1.6630 2.2097 -3.3550
H45 -2.6500 0.9670 -4.1123



> What is the calculated total energy in the second record?

-8461.42030 Eh



> Which of these has the highest calculated total energy?

C50H43N8O3PtSSb2